Entry 1:
The following is a DFT calculation (wB97M-V/def2-TZVPD) of 19 unconnected molecules or ions with the total composition C76H190O38.

ORCA input file:
```
! wB97M-V def2-TZVPD RIJCOSX def2/J DEFGRID3
* xyz 0 1
C 4.54 2.25 -0.10
O 5.53 2.87 0.72
C 6.69 2.01 0.96
C 7.25 2.39 2.31
O 6.20 2.10 3.23
C 6.57 1.98 4.58
H 4.87 2.15 -1.18
H 3.59 2.79 -0.01
H 4.37 1.18 0.08
H 7.41 2.17 0.17
H 6.51 0.94 0.90
H 7.52 3.43 2.34
H 8.13 1.91 2.60
H 6.61 3.01 5.05
H 7.62 1.62 4.76
H 5.98 1.26 5.13
C 1.52 2.72 -2.75
O 2.42 1.69 -3.22
C 3.65 2.31 -3.71
C 4.38 1.23 -4.55
O 4.77 0.27 -3.65
C 5.36 -0.85 -4.30
H 0.53 2.30 -2.67
H 1.59 3.53 -3.45
H 1.83 3.14 -1.78
H 4.28 2.82 -2.97
H 3.31 3.13 -4.41
H 5.25 1.65 -5.12
H 3.76 0.97 -5.35
H 6.32 -0.59 -4.72
H 4.80 -1.32 -5.07
H 5.60 -1.57 -3.55
C 0.00 -4.62 3.02
O -0.32 -5.82 2.23
C -1.37 -5.44 1.30
C -1.55 -6.52 0.25
O -2.07 -7.75 0.74
C -1.15 -8.67 1.31
H -0.90 -4.37 3.47
H 0.28 -3.75 2.42
H 0.78 -4.93 3.73
H -1.15 -4.48 0.86
H -2.28 -5.34 1.89
H -0.55 -6.75 -0.18
H -2.24 -6.09 -0.46
H -1.61 -9.63 1.17
H -0.93 -8.44 2.36
H -0.09 -8.75 0.85
C 4.75 5.86 6.46
O 4.28 5.07 5.35
C 3.76 3.78 5.58
C 3.38 2.99 4.33
O 2.15 3.49 3.78
C 1.85 2.73 2.64
H 5.43 6.51 6.04
H 5.20 5.20 7.17
H 3.92 6.42 7.00
H 2.81 3.71 6.12
H 4.53 3.23 6.09
H 3.30 1.93 4.54
H 4.19 3.13 3.59
H 1.65 1.71 2.96
H 2.59 2.78 1.83
H 0.93 3.12 2.28
C -3.07 -2.76 -3.07
O -2.01 -3.46 -3.71
C -2.33 -3.66 -5.12
C -1.26 -4.47 -5.83
O -0.72 -5.52 -5.09
C -1.64 -6.59 -4.82
H -3.92 -3.40 -2.68
H -3.46 -1.96 -3.74
H -2.74 -2.16 -2.19
H -2.46 -2.68 -5.57
H -3.31 -4.04 -5.22
H -0.45 -3.78 -6.10
H -1.76 -4.85 -6.82
H -1.29 -7.03 -3.89
H -1.69 -7.25 -5.66
H -2.67 -6.27 -4.60
C -5.04 0.07 -3.20
O -4.94 -0.73 -2.04
C -4.55 0.02 -0.92
C -4.59 -0.87 0.32
O -3.43 -1.55 0.45
C -3.56 -2.56 1.41
H -4.01 0.42 -3.39
H -5.78 0.86 -3.06
H -5.30 -0.52 -4.05
H -5.13 0.91 -0.75
H -3.53 0.43 -1.11
H -5.46 -1.49 0.11
H -4.84 -0.29 1.15
H -2.57 -2.89 1.68
H -4.14 -3.40 1.02
H -4.01 -2.20 2.35
C 2.73 -7.86 2.32
O 2.57 -8.05 0.93
C 2.54 -6.74 0.25
C 2.81 -6.98 -1.17
O 4.21 -6.91 -1.40
C 4.70 -7.50 -2.62
H 1.81 -7.55 2.75
H 3.60 -7.15 2.51
H 3.03 -8.81 2.75
H 3.24 -6.04 0.68
H 1.48 -6.25 0.45
H 2.27 -6.21 -1.73
H 2.36 -7.93 -1.47
H 4.80 -8.60 -2.55
H 5.69 -7.07 -2.76
H 3.97 -7.27 -3.38
C 1.42 -3.30 -1.02
O 1.43 -1.91 -0.76
C 0.58 -1.53 0.28
C 0.37 -0.05 0.29
O -0.64 0.50 -0.60
C -0.45 0.11 -1.93
H 0.39 -3.66 -1.09
H 1.91 -3.84 -0.20
H 1.89 -3.35 -1.95
H 0.98 -1.83 1.25
H -0.40 -2.02 0.17
H 1.26 0.45 0.06
H 0.01 0.28 1.30
H 0.61 0.23 -2.13
H -1.13 0.70 -2.60
H -0.66 -0.91 -2.06
C -2.05 7.02 -3.56
O -0.62 7.19 -3.28
C -0.21 7.48 -1.93
C -0.70 6.40 -0.99
O -0.48 5.08 -1.62
C -0.92 4.09 -0.71
H -2.08 6.73 -4.61
H -2.64 7.96 -3.30
H -2.45 6.17 -2.93
H -0.61 8.44 -1.58
H 0.84 7.55 -1.95
H -1.82 6.49 -0.90
H -0.32 6.49 -0.06
H -0.19 4.08 0.11
H -1.02 3.07 -1.09
H -1.92 4.27 -0.31
C -4.30 -4.25 4.21
O -3.33 -3.53 4.99
C -3.31 -4.14 6.30
C -2.36 -3.48 7.26
O -3.09 -2.45 8.00
C -2.29 -1.94 9.03
H -4.13 -5.38 4.26
H -4.18 -3.96 3.18
H -5.29 -4.07 4.66
H -2.96 -5.17 6.11
H -4.35 -4.07 6.70
H -1.52 -3.09 6.65
H -1.95 -4.14 8.01
H -2.92 -1.20 9.55
H -1.41 -1.41 8.60
H -1.85 -2.76 9.61
C -9.43 1.16 5.13
O -8.51 1.30 4.06
C -9.02 1.66 2.80
C -7.80 2.05 1.97
O -7.22 3.24 2.46
C -5.89 3.09 2.11
H -10.06 0.28 4.96
H -10.14 1.98 5.24
H -8.84 1.08 5.99
H -9.64 2.61 2.85
H -9.60 0.92 2.18
H -8.04 2.13 0.94
H -7.05 1.25 1.97
H -5.35 4.04 2.29
H -5.72 2.85 1.06
H -5.35 2.34 2.72
C 0.36 6.08 2.54
O 1.13 5.74 1.40
C 2.52 5.94 1.55
C 3.16 5.64 0.24
O 2.86 6.56 -0.76
C 2.97 6.00 -2.06
H 0.59 5.54 3.40
H -0.72 5.85 2.24
H 0.41 7.20 2.72
H 3.03 5.18 2.23
H 2.61 6.98 1.95
H 2.73 4.69 -0.07
H 4.27 5.59 0.38
H 2.27 5.21 -2.20
H 4.01 5.58 -2.37
H 2.74 6.85 -2.75
C -5.39 -0.13 4.20
O -4.99 1.14 4.60
C -5.38 1.47 5.90
C -4.33 1.01 6.84
O -2.94 1.37 6.53
C -2.69 2.79 6.46
H -5.18 -0.28 3.12
H -6.44 -0.23 4.30
H -4.82 -0.94 4.76
H -6.32 1.05 6.11
H -5.61 2.58 5.93
H -4.31 -0.05 6.81
H -4.57 1.47 7.82
H -1.64 2.96 6.66
H -3.16 3.39 7.29
H -2.96 3.16 5.51
C 3.69 -0.85 1.57
O 5.09 -1.10 1.76
C 5.47 -1.03 3.15
C 6.95 -1.45 3.18
O 7.73 -0.41 2.75
C 9.11 -0.67 2.62
H 3.40 -1.29 0.60
H 3.44 0.25 1.75
H 3.10 -1.34 2.36
H 4.88 -1.77 3.70
H 5.33 -0.03 3.63
H 7.03 -2.41 2.65
H 7.22 -1.64 4.23
H 9.56 -1.23 3.42
H 9.58 0.33 2.42
H 9.25 -1.23 1.67
C -7.47 0.58 -6.19
O -6.08 0.64 -6.32
C -5.60 1.88 -6.95
C -5.19 2.75 -5.83
O -6.38 3.17 -5.13
C -6.05 3.90 -3.98
H -7.72 -0.48 -5.81
H -8.01 0.64 -7.15
H -7.87 1.30 -5.50
H -6.51 2.37 -7.42
H -4.82 1.57 -7.55
H -4.65 3.64 -6.21
H -4.60 2.18 -5.12
H -5.18 3.43 -3.41
H -6.88 3.93 -3.27
H -5.74 4.97 -4.24
C -2.25 2.01 1.98
O -1.21 1.37 2.63
C -1.56 0.41 3.61
C -0.42 0.20 4.64
O 0.50 -0.77 4.15
C 1.67 -0.96 4.86
H -2.96 2.35 2.73
H -2.84 1.38 1.17
H -1.79 2.88 1.54
H -1.72 -0.62 3.23
H -2.47 0.78 4.18
H -0.79 -0.24 5.55
H 0.13 1.13 4.88
H 1.55 -0.88 5.95
H 2.56 -0.36 4.52
H 2.05 -1.98 4.84
C 1.71 -0.86 -7.87
O 2.20 -1.01 -6.58
C 1.27 -1.57 -5.70
C 1.96 -1.78 -4.37
O 2.90 -2.91 -4.30
C 2.19 -4.13 -4.53
H 0.71 -0.42 -7.82
H 1.71 -1.84 -8.45
H 2.36 -0.17 -8.41
H 0.82 -2.51 -6.01
H 0.34 -0.94 -5.54
H 1.21 -1.92 -3.58
H 2.55 -0.89 -4.09
H 2.72 -4.97 -4.11
H 2.04 -4.41 -5.59
H 1.13 -4.16 -4.16
C -3.41 4.07 -9.72
O -2.52 3.63 -8.76
C -2.10 4.72 -7.98
C -1.11 4.24 -6.92
O -1.88 3.74 -5.89
C -1.08 3.45 -4.77
H -3.84 3.33 -10.36
H -2.97 4.85 -10.35
H -4.26 4.53 -9.17
H -3.00 5.07 -7.39
H -1.72 5.53 -8.55
H -0.44 5.07 -6.58
H -0.36 3.52 -7.32
H -0.84 4.43 -4.30
H -0.26 2.77 -5.03
H -1.80 2.96 -4.05
C 4.09 -4.08 1.61
O 4.19 -3.66 0.31
C 5.51 -3.49 -0.16
C 5.45 -2.73 -1.47
O 6.81 -2.33 -1.77
C 7.15 -1.05 -1.24
H 3.08 -4.30 1.82
H 4.29 -3.24 2.34
H 4.80 -4.85 1.83
H 5.96 -4.46 -0.35
H 6.13 -2.97 0.55
H 4.81 -1.87 -1.39
H 5.19 -3.38 -2.30
H 6.27 -0.38 -1.28
H 7.99 -0.60 -1.77
H 7.39 -1.17 -0.19
*
```

## Properties
**Frontier orbital gap**: 9.53 eV
**ΔE to the lowest compared entry with this formula, charge and spin**: 3.9502 eV
**Energy**: -5867.75244 a.u.
**Highest occupied orbital energy**: -9.1 eV

---

Entry 2:
The following is a DFT calculation (wB97M-V/def2-TZVPD) of 2 unconnected molecules or ions with the total composition C3H7N3O.

ORCA input file:
```
! wB97M-V def2-TZVPD RIJCOSX def2/J DEFGRID3
* xyz 0 1
H -2.46 0.11 -1.42
N -2.38 -0.60 -0.68
C -1.76 -0.21 0.33
O -1.39 1.10 0.58
H -1.68 -0.88 1.18
H -1.04 1.22 1.47
C 2.02 1.01 0.08
N 1.24 -0.14 0.41
C 0.70 -1.02 -0.25
N 0.49 -2.12 -0.70
H 2.42 1.41 1.01
H 2.85 0.75 -0.58
H 1.40 1.77 -0.40
H -0.41 -2.41 -1.04
*
```

## Properties
**SMILES**: [H]/N=C\O.CN=C=N
**Frontier orbital gap**: 10.37 eV
**ΔE to the lowest compared entry with this formula, charge and spin**: 2.2834 eV
**Energy**: -357.96596 a.u.
**Highest occupied orbital energy**: -9.7 eV

---

Entry 3:
The following is a DFT calculation (wB97M-V/def2-TZVPD) of a molecular structure, CaI2O4P.

ORCA input file:
```
! wB97M-V def2-TZVPD RIJCOSX def2/J DEFGRID3
* xyz -3 1
Ca 1.05 0.60 1.01
I 2.85 -1.42 2.25
I 0.70 3.39 0.09
P -0.97 -0.54 -0.73
O -1.00 -0.18 0.86
O -1.30 -2.02 -1.01
O 0.58 -0.26 -1.01
O -1.91 0.43 -1.46
*
```

## Properties
**Frontier orbital gap**: 3.08 eV
**ΔE to the lowest compared entry with this formula, charge and spin**: 0.0000 eV
**Energy**: -1915.49116 a.u.
**Highest occupied orbital energy**: 3.5 eV

---

Entry 4:
The following is a DFT calculation (wB97M-V/def2-TZVPD) of a single C3H9N3O molecule.

ORCA input file:
```
! wB97M-V def2-TZVPD RIJCOSX def2/J DEFGRID3
* xyz 0 1
N -1.75 -0.50 -2.02
C -1.24 0.70 -1.34
N -0.17 0.30 -0.40
C -0.42 0.32 0.92
O -1.30 0.88 1.54
C 0.94 0.01 1.71
N 2.00 -0.76 0.99
H -1.39 -0.57 -2.96
H -1.51 -1.30 -1.47
H -1.83 1.45 -0.83
H -0.77 1.35 -2.11
H 0.67 -0.17 -0.71
H 0.47 -0.48 2.56
H 1.47 0.94 1.81
H 2.81 -0.43 1.49
H 2.00 -1.75 0.84
*
```

## Properties
**SMILES**: NCNC(=O)CN
**Frontier orbital gap**: 9.89 eV
**ΔE to the lowest compared entry with this formula, charge and spin**: 1.4756 eV
**Energy**: -359.19021 a.u.
**Highest occupied orbital energy**: -9.1 eV

---

Entry 5:
The following is a DFT calculation (wB97M-V/def2-TZVPD) of a molecular structure, C39H38N6OPtTe.

ORCA input file:
```
! wB97M-V def2-TZVPD RIJCOSX def2/J DEFGRID3
* xyz 1 2
Pt -0.26 0.86 0.39
C -2.07 -0.79 -2.11
N -1.16 -1.47 -1.23
C 0.12 -1.87 -1.75
C 1.15 -0.78 -1.71
N 1.18 0.26 -0.91
C 2.31 1.01 -1.25
C 2.77 2.22 -0.75
C 3.91 2.74 -1.32
C 4.59 2.07 -2.35
C 4.14 0.87 -2.85
C 2.98 0.35 -2.28
N 2.21 -0.77 -2.55
C -1.81 0.69 -2.22
N -1.25 1.46 -1.32
C -1.26 2.76 -1.83
C -0.81 3.95 -1.28
C -0.99 5.10 -2.02
C -1.61 5.06 -3.29
C -2.06 3.88 -3.84
C -1.87 2.73 -3.08
N -2.20 1.40 -3.30
H -3.07 -0.90 -1.70
H -2.08 -1.21 -3.12
H -1.61 -2.21 -0.72
H 0.07 -2.24 -2.78
H 0.49 -2.70 -1.14
H 2.24 2.72 0.05
H 4.30 3.68 -0.96
H 5.49 2.51 -2.76
H 4.66 0.36 -3.66
H 2.41 -1.48 -3.25
H -0.35 3.96 -0.30
H -0.66 6.05 -1.63
H -1.73 5.99 -3.84
H -2.53 3.86 -4.82
H -2.68 1.03 -4.10
C 5.87 -5.59 5.03
C 4.97 -4.56 4.40
C 4.64 -3.38 5.06
C 3.81 -2.43 4.50
C 3.50 -1.18 5.27
C 3.29 -2.66 3.21
Te 1.90 -1.26 2.34
N 0.37 0.49 2.28
C -0.75 0.91 2.77
O -1.57 1.36 1.86
C -1.12 0.99 4.20
C -0.50 0.17 5.14
C -0.82 0.29 6.48
C -1.75 1.23 6.89
C -2.37 2.05 5.95
C -2.06 1.92 4.60
C 3.44 0.13 1.94
C 4.40 -0.34 1.05
C 5.51 0.41 0.74
C 5.68 1.65 1.34
C 4.73 2.11 2.24
C 3.59 1.37 2.57
C 2.65 1.95 3.59
C 3.61 -3.83 2.52
C 3.12 -4.17 1.13
C 4.45 -4.76 3.13
H 6.18 -5.28 6.02
H 6.77 -5.74 4.42
H 5.36 -6.55 5.10
H 5.05 -3.21 6.06
H 3.98 -1.18 6.24
H 2.42 -1.06 5.43
H 3.85 -0.29 4.73
H 0.22 -0.57 4.81
H -0.34 -0.35 7.21
H -2.00 1.33 7.93
H -3.10 2.78 6.27
H -2.54 2.55 3.86
H 4.28 -1.32 0.60
H 6.25 0.03 0.04
H 6.56 2.25 1.13
H 4.89 3.07 2.73
H 3.15 2.72 4.16
H 2.28 1.19 4.28
H 1.77 2.38 3.11
H 2.51 -3.38 0.69
H 2.52 -5.08 1.14
H 3.97 -4.34 0.47
H 4.70 -5.66 2.59
*
```

## Properties
**<S²>**: 0.7558
**Frontier orbital gap (spin up / spin down)**: 7.98 / 6.49 eV
**Energy**: -2299.90626 a.u.
**Highest occupied orbital energy (spin up / spin down)**: -10.1 / -10.4 eV

---

Entry 6:
The following is a DFT calculation (wB97M-V/def2-TZVPD) of a single C6H10O molecule.

ORCA input file:
```
! wB97M-V def2-TZVPD RIJCOSX def2/J DEFGRID3
* xyz 0 1
C -2.05 0.35 -0.08
C -0.76 0.15 0.72
C -0.08 -1.15 0.24
C 1.42 -1.11 0.29
C 1.93 -0.04 -0.31
C 1.08 1.20 -0.41
O 0.11 1.26 0.61
H -2.72 -0.51 0.07
H -1.82 0.40 -1.15
H -2.57 1.26 0.21
H -0.99 0.08 1.79
H -0.28 -1.22 -0.83
H -0.53 -2.04 0.69
H 2.00 -1.98 0.58
H 2.90 -0.05 -0.78
H 1.74 2.05 -0.23
H 0.63 1.34 -1.41
*
```

## Properties
**SMILES**: C[C@H]1CC=CCO1
**Frontier orbital gap**: 10.12 eV
**ΔE to the lowest compared entry with this formula, charge and spin**: 0.9164 eV
**Energy**: -309.80869 a.u.
**Highest occupied orbital energy**: -9.1 eV